a:
A single C2H2N2O4 molecule. Source: the Open Molecules 2025 dataset; level of theory: ωB97M-V with the def2-TZVPD basis set.

```
10
Properties=species:S:1:pos:R:3
O -2.5508 0.1999 1.5568
C -1.6250 0.0617 0.7907
N -0.6118 -0.7554 1.1328
O 0.3780 -0.8299 0.1692
C 0.1322 0.3929 -0.5554
N 0.7869 0.7441 -1.5717
O 2.2291 0.1480 -1.2381
O -0.9746 0.8675 -0.1408
H -0.7682 -1.7371 1.2836
H 3.0043 0.9083 -1.4272
```

Results
**E_HOMO**: -0.3696 Ha
**SMILES string**: O=c1[nH]o/c(=N\O)o1
**Frontier orbital gap**: 10.18 eV
**E_LUMO**: 0.123 eV

***

b:
C2H2N2O4 as an isolated structure. Source: the Open Molecules 2025 dataset; level of theory: ωB97M-V with the def2-TZVPD basis set.

```
10
Properties=species:S:1:pos:R:3
C 1.0676 0.1947 -0.1751
C -0.2412 -0.4231 -0.6954
H 3.0961 -0.2968 0.2930
H -2.7609 0.3397 -0.2574
N 1.0438 0.9297 0.9406
N -0.9890 0.0827 0.4264
O 2.2732 -0.5203 -0.5756
O -0.4426 1.1512 0.9841
O -2.4619 -0.2024 0.5589
O -0.5852 -1.2553 -1.4995
```

Results
**E_HOMO**: -0.3550 Ha
**Frontier orbital gap**: 9.15 eV
**E_LUMO**: -0.512 eV

***

Unit: kJ/mol. Relative energies: a 0.0; b 206.3.

***

a:
CH2I3P as an isolated structure. Source: the Open Molecules 2025 dataset; level of theory: ωB97M-V with the def2-TZVPD basis set.

```
7
Properties=species:S:1:pos:R:3
C 0.7176 -0.9841 -0.0728
P -1.3754 0.9100 -1.1111
I 0.9148 -0.1225 1.8246
I 2.3970 -0.6993 -1.2592
I -1.1189 2.5528 0.6095
H -2.2483 0.3641 -0.1185
H 0.7130 -2.0209 0.1275
```

Results
**E_HOMO (spin up / spin down)**: -0.3081 / -0.3208 Ha
**Frontier orbital gap (spin up / spin down)**: 6.67 / 7.16 eV
**E_LUMO (spin up / spin down)**: -1.712 / -1.570 eV

***

b:
A 2-piece molecular cluster, CH2I3P overall. Source: the Open Molecules 2025 dataset; level of theory: ωB97M-V with the def2-TZVPD basis set.

```
7
Properties=species:S:1:pos:R:3
C -5.9289 0.0352 0.7415
P -0.7903 0.2271 -0.0685
I -4.9841 1.1503 -0.6851
I -1.7091 -1.6206 -1.2899
I -4.7138 -1.2736 1.7608
H 0.0323 0.5233 -1.0350
H 0.1837 -0.6452 0.8123
```

Results
**E_HOMO**: -0.3153 Ha
**Frontier orbital gap**: 7.17 eV
**E_LUMO**: -1.411 eV

***

Unit: kJ/mol. Relative energies: a 0.0; b 78.8.

***

a:
A single C3H9N3S molecule. Source: the Open Molecules 2025 dataset; level of theory: ωB97M-V with the def2-TZVPD basis set.

```
16
Properties=species:S:1:pos:R:3
C -3.1581 0.5665 0.4256
C -2.2833 -0.5638 -0.2302
S -0.3596 -0.7280 0.0107
N 0.0980 0.8365 -0.5165
C 1.2880 1.1752 -0.1423
N 2.3908 0.4507 0.3291
N 2.6524 -0.8856 0.0762
H -3.0292 0.5184 1.5945
H -4.1621 0.6932 -0.0366
H -2.5355 1.5424 0.2703
H -2.6781 -1.5757 -0.2883
H -2.3679 -0.1643 -1.3832
H 1.8008 2.1761 -0.5284
H 3.1674 1.1376 0.6889
H 2.0502 -1.3979 0.8682
H 2.4401 -1.1605 -0.8974
```

Results
**E_HOMO**: -0.2953 Ha
**SMILES string**: CCS/N=C\NN
**Frontier orbital gap**: 8.90 eV
**E_LUMO**: 0.869 eV

***

b:
A single C3H9N3S molecule. Source: the Open Molecules 2025 dataset; level of theory: ωB97M-V with the def2-TZVPD basis set.

```
16
Properties=species:S:1:pos:R:3
C 0.7780 1.9880 -0.1763
N -0.5251 1.2506 -0.0759
C -0.5715 0.0136 -0.3318
N 0.5204 -0.8387 -0.7347
C 1.4065 -1.2626 0.3354
N -1.7705 -0.7170 -0.3283
S -3.2809 0.0707 -0.0895
H 1.5919 1.4554 -0.6747
H 1.0746 2.1933 0.8598
H 0.5750 2.9710 -0.6738
H 0.0710 -1.6333 -1.2193
H 1.8930 -0.4275 0.8673
H 2.2164 -1.8265 -0.1105
H 0.9149 -1.8727 1.1058
H -1.7014 -1.6876 -0.0023
H -3.1922 0.3235 1.2487
```

Results
**E_HOMO**: -0.3308 Ha
**SMILES string**: C/N=C(\NC)NS
**Frontier orbital gap**: 9.70 eV
**E_LUMO**: 0.697 eV

***

c:
C3H9N3S as an isolated structure. Source: the Open Molecules 2025 dataset; level of theory: ωB97M-V with the def2-TZVPD basis set.

```
16
Properties=species:S:1:pos:R:3
C 0.5003 -1.7989 -0.9502
C 0.6922 -0.4204 -0.5756
C -0.3028 -0.0872 0.5972
H 2.4183 -2.9779 -0.3704
H 0.5835 -3.7439 -0.0937
H -0.6683 -2.1079 -1.0144
H 0.9089 -1.9288 -1.9600
H 1.6535 -0.2721 -0.0016
H 0.7766 0.4160 -1.4389
H -0.0534 -1.7444 1.5157
H -1.2532 1.3445 1.5917
H 0.5962 3.2992 0.0356
N 1.1527 -2.7639 -0.0098
N -0.7782 -0.8636 1.4480
N -0.8004 1.1945 0.7289
S -0.4575 2.4116 -0.4914
```

Results
**E_HOMO**: -0.3215 Ha
**Frontier orbital gap**: 9.38 eV
**E_LUMO**: 0.627 eV

***

Unit: kJ/mol. Relative energies: a 242.3; b 0.0; c 248.5.

***

a:
A 2-piece molecular cluster, C4H13N2 overall. Source: the Open Molecules 2025 dataset; level of theory: ωB97M-V with the def2-TZVPD basis set.

```
19
Properties=species:S:1:pos:R:3
C 0.8037 -0.6360 1.8837
C -0.5790 -0.3558 1.2788
C -0.7880 -1.1041 -0.1138
C 0.4965 -0.9339 -1.0125
N 1.0813 0.3702 -0.9050
N -0.9107 2.2658 -0.9653
H 1.6233 -0.1889 1.3328
H 0.9038 -0.2151 2.8943
H 1.1009 -1.6758 2.0525
H -1.3556 -0.6644 1.9794
H -0.6548 0.6781 0.9768
H -1.0443 -2.1184 0.1992
H 0.1509 -1.1597 -2.0197
H 1.1452 -1.7829 -0.7792
H -0.0590 1.6846 -1.0966
H -0.6499 3.2369 -0.8438
H 1.6434 0.6234 -1.7195
H -1.7052 -0.7502 -0.5622
H -1.6313 2.2604 -1.6712
```

Results
**E_HOMO (spin up / spin down)**: -0.3435 / -0.3432 Ha
**Multiplicity**: 2
**⟨S²⟩**: 0.754
**Frontier orbital gap (spin up / spin down)**: 10.41 / 8.56 eV
**E_LUMO (spin up / spin down)**: 1.060 / -0.776 eV

***

b:
A 2-piece molecular cluster, C4H13N2 overall. Source: the Open Molecules 2025 dataset; level of theory: ωB97M-V with the def2-TZVPD basis set.

```
19
Properties=species:S:1:pos:R:3
C 0.3662 -0.4309 -2.2085
C -1.0580 -1.8494 -0.9702
N -0.8470 -0.5698 -1.4206
H 1.2722 -0.2991 -1.5877
H 0.2461 0.4547 -2.8384
H 0.5407 -1.3148 -2.8322
H -0.5701 -2.6782 -1.4749
H -1.8366 -1.9800 -0.2301
H -0.7204 0.3757 -0.2701
C 1.2756 0.3166 1.5801
C -0.1422 0.8270 1.8012
N -0.7079 1.2347 0.4881
H 1.9719 1.1491 1.4841
H 1.5773 -0.3121 2.4141
H 1.3129 -0.2920 0.6759
H -0.7759 0.0844 2.2785
H -0.1480 1.6982 2.4586
H -1.6377 1.6321 0.5794
H -0.1189 1.9538 0.0726
```

Results
**E_HOMO (spin up / spin down)**: -0.1533 / -0.2982 Ha
**Multiplicity**: 2
**⟨S²⟩**: 0.754
**Frontier orbital gap (spin up / spin down)**: 4.59 / 8.51 eV
**E_LUMO (spin up / spin down)**: 0.417 / 0.396 eV

***

Unit: kJ/mol. Relative energies: a 0.0; b 95.5.